The following is a DFT calculation (ωB97M-V/def2-TZVPD) of a molecular structure, C2H5NO3S in a non-equilibrium geometry.

Atoms and positions in Å:
C -1.236 0.092 0.366
C 0.706 -0.282 -0.143
N -1.612 1.129 -0.358
O -1.706 -0.536 1.261
O 0.823 0.025 -1.492
O 1.042 -1.592 0.037
S 1.549 0.881 0.952
H -0.992 1.594 -0.961
H -2.605 1.165 -0.774
H 1.476 -0.674 -1.781
H 0.934 -1.917 0.937
H 1.619 0.115 1.956

## Properties
Energy, Eh: -757.81597
Highest occupied orbital energy, eV: -8.036
HOMO-LUMO gap, eV: 8.6
Energy above the lowest of the compared OMol25 structures with the same formula, charge and spin, kJ/mol: 223.0
Net charge: 0